Below is a cluster of 13 separate species, C34H60Cl18O12 in total, with properties calculated with ωB97M-V/def2-TZVPD.

The geometry in XYZ format:
```
124
Properties=species:S:1:pos:R:3:forces:R:3:mulliken_charge:R:1
C 1.095 1.971 -1.657 -0.94 -1.64 -0.28 -1.323
C 0.606 0.638 -0.922 -0.34 1.94 0.76 0.451
C -0.250 0.991 0.299 0.07 0.40 0.98 -0.506
O -1.194 -0.055 0.383 -0.38 -1.04 -0.04 -0.325
C -1.177 -0.756 -0.766 -2.46 -1.71 -0.29 0.689
O -1.906 -1.711 -1.013 1.85 2.17 0.61 -0.590
O -0.330 -0.190 -1.619 0.76 -0.02 -1.48 -0.339
H 1.677 1.741 -2.549 0.55 -0.05 0.42 0.332
H 1.574 2.662 -0.964 0.38 -0.44 0.02 0.365
H 0.271 2.544 -2.083 -0.54 -0.29 0.33 0.368
H 1.391 -0.031 -0.569 0.48 0.30 -0.41 0.298
H -0.814 1.922 0.245 0.18 0.18 -0.40 0.296
H 0.265 0.977 1.260 0.39 0.19 -0.21 0.284
C -1.030 -7.022 4.470 -1.03 0.76 -0.62 -1.419
C -0.251 -6.829 5.726 -1.29 -0.47 0.26 0.499
C -0.813 -7.635 6.915 -0.09 -0.53 -0.81 -0.438
O 0.283 -8.468 7.354 -0.11 1.41 -0.41 -0.305
C 1.320 -8.215 6.540 4.13 -1.80 -0.54 0.620
O 2.423 -8.770 6.655 -3.53 1.91 -0.41 -0.564
O 1.022 -7.333 5.505 1.48 -1.16 2.03 -0.323
H -1.055 -8.042 4.088 0.19 -0.15 0.44 0.338
H -0.680 -6.403 3.644 0.17 0.13 0.14 0.348
H -2.056 -6.714 4.675 -0.22 -0.02 -0.18 0.393
H -0.274 -5.818 6.133 0.61 0.46 -0.86 0.257
H -1.581 -8.336 6.589 -0.31 0.29 0.28 0.277
H -1.152 -6.875 7.620 0.00 -0.83 0.67 0.317
C 9.960 0.870 -2.952 0.73 -0.68 -0.08 -1.383
C 9.324 -0.227 -2.102 0.70 0.63 -0.70 0.425
C 10.067 -0.585 -0.797 -0.07 0.43 -1.41 -0.380
O 9.096 -0.350 0.238 1.07 -0.46 0.08 -0.302
C 8.021 0.246 -0.251 -3.67 0.87 0.33 0.632
O 7.041 0.626 0.424 3.76 -1.24 -2.78 -0.575
O 8.117 0.294 -1.654 -2.07 0.42 2.38 -0.328
H 9.395 1.165 -3.836 -0.62 0.09 0.47 0.338
H 10.868 0.494 -3.424 0.46 0.03 0.40 0.376
H 10.173 1.706 -2.286 0.07 0.21 -0.35 0.338
H 9.178 -1.120 -2.710 -0.37 -0.08 0.04 0.272
H 10.920 0.087 -0.701 0.02 -0.16 0.52 0.276
H 10.384 -1.617 -0.945 -0.04 -0.03 1.11 0.310
C 6.770 -3.505 -7.527 -0.89 0.39 -0.28 -1.358
C 5.728 -2.391 -7.899 -0.12 -2.45 1.20 0.433
C 5.075 -1.753 -6.702 -0.20 -1.90 0.51 -0.424
O 5.028 -0.369 -7.061 -0.98 -0.53 1.95 -0.286
C 5.808 -0.192 -8.112 0.60 4.23 -1.83 0.640
O 6.034 0.875 -8.675 -0.70 -2.04 1.60 -0.608
O 6.322 -1.311 -8.502 2.04 -0.95 -2.18 -0.329
H 6.301 -4.363 -7.044 -0.48 0.11 -0.01 0.397
H 7.486 -3.146 -6.788 0.15 0.31 -0.29 0.332
H 7.266 -3.932 -8.398 0.11 0.38 -0.05 0.343
H 4.885 -2.764 -8.480 0.48 -0.30 -0.80 0.251
H 5.603 -2.143 -5.831 0.75 1.68 0.62 0.269
H 4.138 -2.278 -6.512 -0.78 1.07 -0.42 0.340
Cl -6.981 -8.780 3.353 0.76 -0.51 1.46 -0.161
C -7.901 -8.590 1.917 -0.29 0.91 -1.30 -0.385
C -6.983 -8.131 0.769 -0.30 -1.16 -0.80 -0.453
Cl -5.959 -9.576 0.168 -0.66 1.08 0.49 -0.203
H -8.666 -7.850 2.150 0.17 0.36 -0.31 0.271
H -8.479 -9.482 1.674 0.51 -0.20 -0.11 0.314
H -6.288 -7.313 0.956 -0.12 -0.30 0.53 0.338
H -7.578 -7.839 -0.096 -0.05 -0.16 0.03 0.279
Cl -5.075 5.051 -8.231 0.23 0.13 0.07 -0.205
C -4.715 6.374 -7.078 -1.52 0.47 0.11 -0.413
C -3.271 6.425 -6.741 1.35 -0.40 -0.05 -0.441
Cl -2.852 7.835 -5.685 -0.28 -0.46 -0.51 -0.211
H -5.431 6.257 -6.264 0.51 -0.30 0.33 0.326
H -5.032 7.316 -7.526 0.24 -0.08 -0.35 0.304
H -2.712 6.460 -7.676 0.06 0.65 0.02 0.307
H -2.836 5.541 -6.274 -0.60 -0.02 0.39 0.331
Cl 1.357 -7.539 -4.585 -0.20 -0.27 0.19 -0.181
C -0.413 -7.733 -4.294 0.03 0.32 -0.77 -0.446
C -1.143 -7.957 -5.634 0.59 0.45 0.27 -0.410
Cl -0.801 -6.505 -6.717 -0.54 -1.08 0.50 -0.184
H -0.719 -6.789 -3.842 -0.15 -0.22 0.01 0.298
H -0.537 -8.559 -3.594 -0.09 0.04 -0.18 0.309
H -2.220 -8.076 -5.510 0.04 0.46 0.12 0.307
H -0.809 -8.872 -6.124 0.32 0.31 -0.15 0.306
Cl -6.488 8.119 7.172 0.22 0.11 -0.26 -0.202
C -5.474 7.428 5.856 1.35 1.78 0.66 -0.377
C -6.258 6.520 5.041 -1.70 -1.56 -0.88 -0.366
Cl -5.237 5.206 4.402 0.04 -0.22 -0.04 -0.212
H -4.586 6.998 6.318 -0.34 -0.24 0.03 0.303
H -5.121 8.222 5.199 0.05 0.35 0.45 0.283
H -6.721 6.974 4.165 0.17 0.23 0.15 0.279
H -7.081 6.116 5.629 0.22 -0.46 -0.09 0.291
Cl -5.767 2.574 -2.862 -0.11 0.15 0.46 -0.189
C -6.836 2.645 -1.397 -0.57 0.28 -1.04 -0.447
C -7.728 3.941 -1.439 1.12 -0.70 1.28 -0.392
Cl -8.726 4.088 -2.862 -0.28 -0.15 -0.58 -0.162
H -6.190 2.496 -0.531 -0.13 0.70 0.04 0.316
H -7.425 1.731 -1.475 -0.30 0.28 0.00 0.285
H -7.133 4.850 -1.351 0.24 -0.22 -0.21 0.295
H -8.402 3.966 -0.582 0.04 -0.32 0.04 0.295
Cl 4.049 8.240 -6.310 -0.03 -0.28 -0.30 -0.178
C 4.418 6.525 -6.613 0.04 -0.87 0.21 -0.376
C 5.732 6.081 -5.997 0.38 -1.44 -2.02 -0.395
Cl 5.918 6.545 -4.380 0.47 0.84 1.95 -0.166
H 4.404 6.294 -7.678 0.13 0.39 -0.01 0.311
H 3.662 5.877 -6.169 -0.37 0.53 0.12 0.266
H 6.601 6.257 -6.630 0.06 1.01 0.24 0.305
H 5.791 4.993 -5.966 -0.67 -0.21 -0.21 0.233
Cl 2.978 8.712 5.450 0.11 -0.01 0.38 -0.170
C 2.933 7.080 6.182 0.33 -0.92 -0.71 -0.411
C 3.150 6.047 5.000 0.33 0.98 1.12 -0.447
Cl 1.822 6.148 3.860 -0.57 -0.18 -0.43 -0.178
H 2.009 7.013 6.757 -0.21 -0.31 -0.58 0.294
H 3.713 6.981 6.936 0.32 0.15 -0.34 0.288
H 3.295 5.000 5.267 -0.28 0.19 0.48 0.325
H 4.048 6.352 4.464 -0.05 0.08 0.09 0.299
Cl 1.303 2.711 9.887 0.25 0.34 0.28 -0.190
C -0.228 1.830 9.673 0.59 -0.18 -0.73 -0.399
C -0.521 1.737 8.171 -1.52 -0.60 0.70 -0.407
Cl 0.198 0.332 7.331 0.52 0.50 0.11 -0.189
H -1.035 2.360 10.178 0.17 0.07 -0.05 0.277
H -0.042 0.870 10.156 -0.40 -0.03 -0.27 0.305
H -0.385 2.699 7.677 0.53 -0.32 -0.14 0.353
H -1.580 1.495 8.074 -0.13 0.24 0.09 0.249
Cl -8.713 0.184 4.540 0.45 -0.21 0.13 -0.211
C -7.558 -0.792 5.528 -0.54 -0.27 0.08 -0.449
C -6.763 -1.776 4.674 -0.70 0.27 -0.73 -0.377
Cl -5.576 -2.547 5.699 0.74 -0.26 0.40 -0.201
H -8.178 -1.313 6.257 0.06 -0.16 -0.17 0.305
H -6.927 -0.129 6.120 0.13 0.11 -0.49 0.327
H -6.308 -1.315 3.797 0.36 0.34 0.40 0.318
H -7.340 -2.588 4.233 -0.48 0.19 0.38 0.286
```
Forces are in eV/Å.

relative energy (zero: lowest compared OMol25 entry of this formula, charge and spin): 5.8 kcal per mole
E_LUMO: -0.088 eV
total charge: 0
total energy: -286203.6444 eV
gap between HOMO and LUMO: 10.379 eV
2S+1: 1
molar mass: 1299.00 g/mol
strongest force on any atom: 4.84 eV/A